The following is a DFT calculation (ωB97M-V with the def2-TZVPD basis set) of a structure of composition C32H40F2IrN6O2PS2 in a non-equilibrium geometry.

Results
Total charge: -2
Multiplicity: 5
Energy relative to the best compared isomer or geometry (same formula, charge and spin) (kcal per mole): 0.0
⟨S²⟩: 6.0456

Atoms and positions in Å:
Ir: 2.0518 0.2532 0.2988
F: 1.2663 -3.0048 -3.9293
C: 2.0428 -2.6523 -2.8528
C: 1.8717 -1.4552 -2.2491
C: 2.3787 -1.2885 -0.9890
C: 3.2773 -2.2798 -0.4274
C: 3.3791 -3.5231 -1.1219
F: 4.2283 -4.4489 -0.5882
C: 2.7521 -3.7431 -2.3073
C: 4.1290 -1.7842 0.6638
C: 5.0425 -2.4973 1.4881
C: 5.7961 -1.8256 2.4478
C: 5.6857 -0.4517 2.5265
C: 4.7721 0.2084 1.6974
N: 3.8987 -0.4257 0.9144
H: 1.3120 -0.6100 -2.7541
H: 2.7999 -4.7088 -2.8180
H: 5.1706 -3.5544 1.2286
H: 6.4631 -2.3158 3.1475
H: 6.3146 0.1612 3.1927
H: 4.6877 1.2867 1.6735
S: 2.3444 2.3912 1.3804
C: 1.8396 2.0332 3.0044
C: 1.8337 3.1415 3.8793
C: 1.6727 2.9759 5.2594
C: 1.3533 1.6972 5.7886
C: 1.2706 0.6507 4.9272
C: 1.5251 0.7653 3.5447
S: 1.3648 -0.6314 2.5411
H: 2.0266 4.1196 3.4278
H: 1.8037 3.8131 5.9237
H: 1.1707 1.5498 6.8786
H: 0.9720 -0.3460 5.2586
O: 2.9053 1.3220 -1.6426
N: 4.1515 1.3295 -2.0006
O: 5.0524 1.0722 -1.1913
N: 0.2817 0.6455 -0.4040
P: -1.2577 0.4741 -0.7848
N: -2.0666 -1.0264 -0.5637
C: -2.2943 -1.4222 0.8508
C: -3.2859 -2.5797 1.0197
C: -2.7943 -3.8233 0.1966
C: -1.5326 -3.4693 -0.6794
C: -1.8058 -2.1719 -1.4544
N: -2.3238 1.4962 0.1429
C: -3.7745 1.5815 0.0108
C: -4.3811 1.6901 1.4729
C: -3.8258 2.8376 2.2964
C: -2.2705 2.9090 2.1796
C: -1.7978 2.7415 0.7195
N: -1.3500 0.8551 -2.4300
C: -0.4639 1.8650 -3.0088
C: -0.4329 1.8456 -4.5703
C: -0.8696 0.4705 -5.1539
C: -2.2334 0.0447 -4.5760
C: -2.5635 0.7107 -3.2388
H: -2.7671 -0.5727 1.3414
H: -1.3571 -1.5740 1.3824
H: -4.2972 -2.3011 0.7385
H: -3.3491 -2.8396 2.0875
H: -3.5630 -4.1664 -0.4843
H: -2.6600 -4.6378 0.8942
H: -1.2602 -4.2928 -1.3615
H: -0.6357 -3.4720 -0.0400
H: -2.7069 -2.3006 -2.0780
H: -0.9606 -1.9822 -2.1617
H: -4.1794 0.6880 -0.5087
H: -4.0422 2.4840 -0.5678
H: -4.1245 0.7423 1.9702
H: -5.4694 1.7184 1.3889
H: -4.1074 2.7254 3.3378
H: -4.1789 3.8270 1.9434
H: -1.7537 2.1531 2.8121
H: -1.8708 3.8684 2.5487
H: -0.6842 2.6938 0.6554
H: -2.0551 3.6220 0.1037
H: 0.5764 1.7596 -2.6195
H: -0.7371 2.8960 -2.7376
H: 0.5531 2.1582 -4.9372
H: -1.1577 2.6330 -4.9262
H: -0.1822 -0.3599 -4.9095
H: -0.9418 0.5590 -6.2411
H: -2.2759 -1.0629 -4.4727
H: -3.0524 0.2436 -5.2794
H: -3.3636 0.1677 -2.6827
H: -2.9602 1.7240 -3.4432

=====

The following is a DFT calculation (ωB97M-V with the def2-TZVPD basis set) of a structure of composition C32H40F6GeNO6PdS2Sb in a non-equilibrium geometry.

Results
Total charge: +2
Multiplicity: 5
Energy relative to the best compared isomer or geometry (same formula, charge and spin) (kcal per mole): 13.1
⟨S²⟩: 6.0263

Atoms and positions in Å:
Pd: 1.2835 -0.7896 0.5286
F: -1.8277 -3.7379 0.8163
C: -1.4195 -2.6934 1.5036
F: -1.3886 -1.5804 0.6870
F: -2.2544 -2.3893 2.4992
S: 0.2078 -2.9843 2.3239
O: 0.3160 -1.7275 3.0301
O: 0.1882 -4.2498 2.9728
N: 1.2590 -2.9642 1.0483
S: 2.9187 -3.4218 1.2482
O: 3.3963 -2.8510 2.4844
O: 3.4405 -3.0615 -0.0372
C: 3.0257 -5.3243 1.3511
F: 2.1031 -5.8124 0.5122
F: 4.2379 -5.6181 0.9418
F: 2.8794 -5.7623 2.5938
O: 2.2484 1.3656 -2.6645
C: 2.1189 0.3156 -2.0747
O: 2.1411 0.3366 -0.7355
C: 1.7854 -1.0297 -2.6238
C: 0.3607 -1.4197 -2.2402
Ge: -1.1436 -0.2790 -3.0371
C: -2.7689 -0.7863 -2.0598
C: -3.5830 0.1891 -1.5126
C: -4.6901 -0.1495 -0.7628
C: -5.0358 -1.4867 -0.5772
C: -4.2440 -2.4556 -1.1726
C: -3.1239 -2.1020 -1.8959
C: -0.7944 1.6863 -2.6148
C: -0.5208 2.0802 -1.3011
C: 0.2716 3.2054 -1.1416
C: 0.6228 3.9365 -2.3007
C: 0.1234 3.6612 -3.5839
C: -0.6313 2.5328 -3.7431
C: -1.0189 -0.4233 -4.9627
C: -2.0486 -1.0156 -5.6748
C: -1.9020 -1.3364 -7.0305
C: -0.7268 -1.0625 -7.6654
C: 0.2782 -0.4020 -6.9787
C: 0.1632 -0.1482 -5.6244
H: 2.6147 -1.7031 -2.3426
H: 1.9143 -0.9094 -3.6886
H: 0.2132 -1.4704 -1.1471
H: 0.1370 -2.4637 -2.5278
H: -3.3810 1.2563 -1.6917
H: -5.2989 0.6306 -0.3417
H: -5.8766 -1.7416 0.0807
H: -4.4989 -3.5095 -1.0563
H: -2.5343 -2.8922 -2.3408
H: -0.8772 1.4909 -0.4612
H: 0.6226 3.4645 -0.1571
H: 1.2877 4.7760 -2.2315
H: 0.4262 4.2708 -4.4116
H: -0.9925 2.2111 -4.7080
H: -2.9580 -1.2963 -5.1712
H: -2.6881 -1.8323 -7.5537
H: -0.5488 -1.3652 -8.7031
H: 1.2173 -0.1644 -7.4725
H: 1.0036 0.3255 -5.1020
C: -2.2585 1.7946 2.3298
C: -1.0317 2.4673 2.9431
C: -0.7875 3.8493 2.3731
Sb: 0.6730 1.1291 3.0774
C: 0.7133 0.5540 5.2320
C: -0.6560 -0.0144 5.5969
C: 1.9323 -0.3568 5.5595
C: 2.4571 2.0731 2.3501
C: 2.8876 3.2006 3.2633
C: 3.5989 1.0591 2.2283
H: -3.0918 2.4913 2.3668
H: -2.5438 0.9436 2.9436
H: -2.1358 1.4580 1.2949
H: -1.1767 2.5575 4.0196
H: -0.8610 3.8694 1.2842
H: 0.1589 4.2937 2.6879
H: -1.5482 4.5253 2.7617
H: 0.8439 1.5248 5.6833
H: -0.8705 -0.9341 5.0039
H: -1.4180 0.7340 5.4521
H: -0.6714 -0.2287 6.6570
H: 1.9546 -1.2652 4.9733
H: 1.8812 -0.6578 6.6104
H: 2.8652 0.2046 5.4293
H: 2.1227 2.3931 1.3547
H: 3.2505 2.8553 4.2263
H: 2.1615 3.9828 3.4845
H: 3.7242 3.6964 2.7492
H: 3.8399 0.5253 3.1607
H: 4.5005 1.6283 1.9634
H: 3.4556 0.3240 1.4416